No. 1
Below is the molecule C3H2F2N2O at a distorted geometry, with properties calculated with ωB97M-V/def2-TZVPD.

The geometry in XYZ format:
```
10
Properties=species:S:1:pos:R:3:nbo_charge:R:1
F -0.9841 1.4256 1.7223 -0.31
C -0.6908 1.3969 0.4121 0.53
F -1.8730 1.5313 -0.3328 -0.34
C 0.0843 0.1754 0.0522 0.36
N 1.2695 0.1871 -0.3700 -0.26
N 1.6670 -1.0981 -0.6879 -0.28
C 0.6085 -1.8356 -0.4465 0.30
O -0.4380 -1.0943 0.0323 -0.40
H -0.0686 2.2408 0.1569 0.17
H 0.4251 -2.9291 -0.5386 0.22
```

Summary:
SMILES: FC(F)c1nnco1
HOMO level in eV: -11.280
2S+1: 1
E_LUMO in Eh: 0.02620
Energy relative to the best compared isomer or geometry (same formula, charge and spin) in eV: 0.000
Charge: 0
Electronic energy in hartree: -499.9663

No. 2
Below is the molecule C3H2F2OS2 at a distorted geometry, with properties calculated with ωB97M-V/def2-TZVPD.

The geometry in XYZ format:
```
10
Properties=species:S:1:pos:R:3:nbo_charge:R:1
O -1.8595 0.3827 -0.0603 -0.51
C -0.8516 -0.1392 0.7198 0.33
S -0.8061 -1.2942 2.1730 0.00
C 0.5612 -0.2976 -0.0116 -0.28
S 1.7353 -1.2721 0.3575 0.24
C 0.8272 0.7533 -1.1279 0.52
F -0.0042 1.0798 -2.1757 -0.30
F 1.0621 1.8701 -0.3051 -0.35
H -2.4269 -1.5306 1.8428 0.21
H 1.7625 0.4477 -1.4125 0.14
```

Summary:
SMILES: O=C(S)C(=S)C(F)F
HOMO level in eV: -9.807
2S+1: 1
E_LUMO in Eh: -0.07473
Energy relative to the best compared isomer or geometry (same formula, charge and spin) in eV: 2.643
Charge: 0
Electronic energy in hartree: -1186.7189

Q: Which formula does entry 1 have?
A: C3H2F2N2O

Q: Which value of charge does entry 2 give?
A: 0